(1)
ORCA calculation (ωB97M-V with the def2-TZVPD basis set) on a structure of composition C5H6OS2 in a non-equilibrium geometry.

Output
LUMO (Ha): -0.00557
Energy relative to the best compared isomer or geometry (same formula, charge and spin) (eV): 3.316
HOMO (eV): -8.66
Largest force on an atom (eV/Å): 7.67
Gap between HOMO and LUMO (eV): 8.51

Last column: Löwdin charge in e.
Geometry (Å):
C: 0.00325 -1.11881 -0.33448  -0.468
H: -1.32147 -2.37768 0.75773  0.156
H: -2.75249 -0.94950 -0.25666  0.144
C: -1.77600 0.94652 0.37696  -0.324
H: 0.74768 -1.82382 -0.52953  0.103
C: 0.90261 -0.01881 0.01294  -1.103
H: -1.96967 1.53134 1.30537  0.099
S: -0.04443 1.45769 -0.10222  0.954
O: -1.05473 -0.72286 -1.10388  -0.057
H: -0.96209 -1.10951 2.03212  0.182
H: -2.33936 1.44516 -0.44566  0.093
S: 2.49381 -0.16423 0.11025  0.725
C: -1.87115 -0.48322 0.07616  -0.404
C: -0.95118 -1.26377 0.84163  -0.100


(2)
ORCA calculation (ωB97M-V with the def2-TZVPD basis set) on a cluster of 3 separate species, C2H9O2S in total in a non-equilibrium geometry.

Output
LUMO (Ha): 0.14676
Energy relative to the best compared isomer or geometry (same formula, charge and spin) (eV): 0.542
HOMO (eV): -2.98
Net charge: -1
Largest force on an atom (eV/Å): 2.13
Gap between HOMO and LUMO (eV): 6.98

Last column: Löwdin charge in e.
Geometry (Å):
H: -0.51704 2.43744 1.79636  0.038
C: 0.03132 1.07717 0.12309  -0.807
H: -1.09194 -1.43634 0.14086  -0.114
H: 0.74562 1.90639 0.04694  0.018
O: -2.00012 -1.82111 0.27498  -0.174
H: -0.47646 1.10942 -0.83858  0.015
C: -0.95820 1.63329 1.22260  -0.175
H: 2.17366 -1.30763 -2.07643  -0.070
O: 3.01957 -1.55129 -2.46988  -0.124
S: 0.91553 -0.49363 0.11044  0.271
H: 3.25334 -2.38889 -2.03882  0.023
H: -1.80138 1.94804 0.59864  0.049
H: -1.33212 0.83580 1.87189  0.040
H: -1.96177 -1.94867 1.23792  0.008


(3)
ORCA calculation (ωB97M-V with the def2-TZVPD basis set) on a structure of composition C5H10O in a non-equilibrium geometry.

Output
LUMO (Ha): 0.03379
Energy relative to the best compared isomer or geometry (same formula, charge and spin) (eV): 3.770
HOMO (eV): -9.10
Largest force on an atom (eV/Å): 4.93
Gap between HOMO and LUMO (eV): 10.02

Last column: Löwdin charge in e.
Geometry (Å):
H: 1.81056 0.20276 1.23703  0.099
H: -3.04683 1.33751 0.69529  0.092
H: 0.38485 1.46275 -0.30105  0.155
C: 1.37369 -0.96469 -0.82235  -0.115
C: 0.96333 -0.29987 0.76283  -0.146
H: -0.17279 0.59218 1.80653  0.183
C: 0.03921 -0.43115 -1.31411  -0.167
O: -2.16307 1.56223 0.36580  -0.031
H: 2.25117 -0.44509 -1.22534  0.089
C: -1.19868 0.64356 0.83817  -0.260
H: 1.51841 -2.05130 -0.80579  0.083
C: -0.04250 0.48017 -0.06741  -0.405
H: 0.58824 -1.18051 1.29028  0.102
H: -0.74030 -1.20046 -1.32068  0.110
H: -1.68260 -0.28114 1.15419  0.109
H: 0.00765 0.11752 -2.25854  0.101


(4)
ORCA calculation (ωB97M-V with the def2-TZVPD basis set) on a structure of composition C36H26BiF2NP2S2.

Output
LUMO (Ha): -0.01382
Energy relative to the best compared isomer or geometry (same formula, charge and spin) (eV): 0.000
HOMO (eV): -7.60
Largest force on an atom (eV/Å): 0.95
Gap between HOMO and LUMO (eV): 7.22

Last column: Löwdin charge in e.
Geometry (Å):
C: 1.97386 4.07087 -0.80054  -0.364
H: -0.10754 -6.55550 1.25984  0.111
C: -0.80466 -1.03079 4.51220  0.070
F: -1.43213 1.21198 4.71074  0.073
C: -2.59335 5.04403 2.25416  -0.072
C: 2.61093 4.35415 -2.00163  -0.092
C: -0.25622 2.86719 -3.36332  -0.098
H: -0.45588 6.71848 -3.56018  0.110
S: 2.68963 1.02737 -1.38168  0.168
H: 0.33630 -5.99462 -1.13986  0.104
H: -0.81012 3.88959 1.87074  0.089
H: -5.17995 5.37451 0.09050  0.104
C: 4.12943 2.33060 3.81998  -0.090
C: -2.15002 3.85342 0.20825  -0.362
C: 0.05107 4.90720 -4.59407  -0.082
C: -0.45825 -1.98778 2.28581  -0.131
H: 5.11003 4.10735 3.13056  0.102
C: 2.73404 2.41040 1.39938  -0.329
C: 2.70577 5.67119 -2.44162  -0.078
C: -3.38787 4.26454 -0.29392  -0.103
H: 1.77140 0.61775 2.10321  0.082
C: 1.53334 6.42131 -0.47798  -0.081
H: 3.19780 5.88992 -3.38192  0.109
C: -0.22244 -3.17951 1.41178  -0.216
N: -0.00243 -2.90556 0.12204  -0.017
C: 3.67983 3.38503 1.70169  -0.079
F: -0.16484 -3.23795 4.29642  0.054
H: -0.49512 -4.75010 2.86994  0.106
C: -0.48426 -2.07878 3.67651  -0.218
C: 0.12928 3.52209 -4.52210  -0.071
H: -4.47594 6.06148 2.36202  0.103
Bi: -0.20045 -0.17958 -0.44176  1.371
C: 1.43375 5.10984 -0.04068  -0.105
H: 2.99276 0.55170 4.23193  0.103
H: 4.66888 2.30398 4.75962  0.101
H: 2.25401 7.72683 -2.02322  0.105
P: -1.10981 2.70632 -0.74705  0.436
C: 0.18440 -3.88777 -0.75503  -0.138
P: 1.83017 2.36439 -0.19363  0.330
H: -1.19160 1.34820 2.14517  0.077
C: -0.70241 -0.70755 1.73622  -0.287
C: 2.50346 1.38728 2.32129  -0.089
H: 3.88164 4.17976 0.99448  0.103
C: -0.40646 5.63814 -3.50685  -0.082
C: -0.79501 4.98656 -2.34389  -0.088
C: -1.03230 0.35771 2.55947  -0.085
H: -2.28762 5.34002 3.25020  0.105
H: -1.13992 5.55811 -1.49254  0.106
C: -0.07391 -5.52462 0.92872  -0.054
C: 4.37429 3.34404 2.90766  -0.083
H: 3.02228 3.53926 -2.58557  0.074
C: -1.75924 4.24151 1.48080  -0.095
C: -3.81961 5.44969 1.75464  -0.082
H: 1.11660 7.22508 0.11697  0.108
C: 3.19081 1.34804 3.52403  -0.077
C: -1.10012 0.17589 3.92255  -0.270
C: -0.72775 3.59704 -2.27335  -0.342
H: 0.94078 4.88434 0.89807  0.100
H: 0.49433 2.95219 -5.36693  0.107
C: -4.21808 5.06160 0.47775  -0.075
H: -0.18497 1.78834 -3.29810  0.089
H: 0.35027 -3.58338 -1.78411  0.110
H: -3.69536 3.95746 -1.28728  0.106
H: 0.35170 5.41824 -5.50097  0.105
H: -0.81681 -1.16500 5.58503  0.135
C: 2.17145 6.70190 -1.68075  -0.090
C: 0.17113 -5.22297 -0.40054  -0.062
S: -2.36792 1.12096 -1.18309  0.209
C: -0.28081 -4.50626 1.84371  0.000
C: 0.16006 2.02025 0.16760  -0.779


(5)
ORCA calculation (ωB97M-V with the def2-TZVPD basis set) on a structure of composition C18H51InN3NaO10S in a non-equilibrium geometry.

Output
LUMO (Ha): -0.43296
Energy relative to the best compared isomer or geometry (same formula, charge and spin) (eV): 0.000
HOMO (eV): -14.32
Net charge: +2
Largest force on an atom (eV/Å): 2.40
Gap between HOMO and LUMO (eV): 2.53

Last column: Löwdin charge in e.
Geometry (Å):
H: 3.24003 -3.15534 4.11412  0.106
C: -5.59816 0.78018 -0.09512  -0.063
H: 2.35986 -0.50281 -5.90371  0.087
H: 4.42544 1.87177 3.87052  0.095
O: 3.10757 -1.31016 -3.38715  -0.303
H: -6.36583 0.30794 -0.70621  0.089
C: 2.33202 1.42565 3.57272  -0.397
H: -1.67423 -1.59679 -0.93771  0.046
H: 0.76698 -0.73245 -6.55399  0.088
H: -0.55789 4.87938 3.35719  0.089
H: 0.94119 -1.35080 1.75629  0.125
C: -2.01613 3.99958 -2.76445  -0.275
H: -2.94557 3.42073 -2.78353  0.117
C: 0.38112 4.55472 3.80504  -0.061
H: -3.34340 5.69915 -2.68096  0.078
H: -1.85186 -3.29177 -2.24096  0.118
H: 4.03975 0.15145 3.87742  0.074
C: 1.82456 -1.92822 -3.41557  -0.184
C: 2.71206 -2.79943 3.23429  -0.053
O: -0.23530 1.02443 0.66021  -0.363
H: -1.62070 6.12870 -2.50172  0.079
H: -0.71933 -0.94944 3.92381  0.164
H: -4.16444 -0.44889 -1.00667  0.118
C: 3.69994 1.12948 4.21271  -0.021
N: 2.43809 1.45107 2.14501  0.185
H: 0.34302 4.75739 4.87456  0.102
H: 0.46568 -2.99576 1.97359  0.148
S: 0.20398 0.72708 -0.71738  0.244
H: 3.74401 1.23491 5.29512  0.095
H: 4.14093 -2.97974 -4.05520  0.100
C: -1.51960 -2.90790 3.64781  -0.018
H: 0.39724 0.69382 -4.85848  0.089
O: -0.73928 -0.18837 -1.34104  -0.313
H: 4.07866 -2.80352 -2.31471  0.098
H: -2.32252 5.69920 -4.09230  0.083
O: -1.43218 3.89963 -1.48534  -0.032
H: -1.83266 -1.64425 1.40880  0.090
C: 0.60039 -2.05585 2.53471  -0.181
H: -0.84841 -0.32045 1.65315  0.029
C: -1.04759 -4.55270 -0.68936  -0.067
In: 2.92473 1.66799 -2.71110  1.069
H: -1.06487 -3.44232 4.47534  0.100
H: -0.00003 -1.80149 -4.42324  0.147
H: -0.05118 -4.10604 -0.75207  0.066
C: 4.16667 -2.23659 -3.25155  -0.081
N: -1.52485 -0.94265 2.10742  0.187
H: 1.40026 -1.90391 -2.41085  0.112
O: 0.59540 3.16340 3.50649  -0.212
O: -2.04072 -2.33945 -0.39676  -0.099
H: -3.03329 -4.00138 -1.11761  0.122
H: 1.95064 -2.95815 -3.75797  0.130
H: 1.61820 0.60972 3.82174  0.158
H: 2.56291 -3.64942 2.56152  0.100
H: 1.80274 -2.14722 -6.18696  0.094
H: -0.66550 3.26391 -1.48978  0.035
O: 1.45091 -2.26482 3.61631  -0.132
H: 3.32821 -2.06465 2.70631  0.088
C: -0.79040 -1.70677 3.11417  -0.374
H: 1.53244 1.72601 1.75144  0.070
H: -4.18412 1.18296 -1.71638  0.122
O: 0.35011 1.98863 -1.45934  -0.386
H: -5.84348 1.83581 0.03700  0.083
H: 2.60237 3.49929 3.88599  0.140
H: -1.10075 -5.46835 -1.27753  0.083
H: -2.50494 -2.61773 4.02149  0.097
C: 1.48724 -1.15742 -5.85494  -0.041
C: -4.26485 0.62025 -0.78010  -0.274
C: 1.82677 2.75866 4.11188  -0.184
H: -1.68363 -3.55903 2.78130  0.089
H: 5.10790 -1.69271 -3.23724  0.096
C: -2.06045 -3.50556 -1.19158  -0.275
O: -3.18723 1.05947 0.04981  -0.079
H: -0.08747 0.21049 -3.37391  0.046
C: 0.92801 -1.21609 -4.44357  -0.387
O: 1.56840 0.18489 -0.73387  -0.381
H: 1.17498 5.09007 3.27836  0.102
H: 1.71963 2.72109 5.19772  0.144
H: -5.62133 0.31364 0.88985  0.083
C: -2.32953 5.49270 -3.02168  -0.045
H: 2.57382 0.55305 1.67701  0.096
Na: -1.77416 1.93234 2.10711  0.637
N: 0.68592 0.18592 -4.02874  0.047
H: -1.34924 3.62463 -3.54433  0.114
H: -2.37286 0.64150 -0.26252  0.024
H: -1.23083 -4.86624 0.33985  0.068


(6)
ORCA calculation (ωB97M-V with the def2-TZVPD basis set) on an isolated molecule of C7H9N3O in a non-equilibrium geometry.

Output
Structure (SMILES): C[C@@H]1C[C@H](c2cocn2)N=N1
LUMO (Ha): 0.03269
Energy relative to the best compared isomer or geometry (same formula, charge and spin) (eV): 2.694
HOMO (eV): -8.43
Largest force on an atom (eV/Å): 4.14
Gap between HOMO and LUMO (eV): 9.32

Last column: Löwdin charge in e.
Geometry (Å):
H: 2.82844 -0.35871 -1.48826  0.066
N: -2.14112 -0.56939 -0.65090  0.162
C: -2.22064 0.58431 0.09092  -0.285
O: -4.26136 -0.13466 -0.10290  0.058
H: 2.16534 0.69688 0.53626  0.088
H: -4.15192 1.53540 0.98494  0.151
C: 1.39536 0.40186 -0.03079  -0.389
C: -3.51947 0.79192 0.44971  -0.074
N: -0.13265 2.04787 -0.55676  0.088
C: 0.24200 0.10076 0.98098  -0.036
H: 2.27348 -1.65579 -0.44100  0.117
C: -3.38460 -0.90796 -0.71492  -0.209
N: 0.95448 1.55876 -0.74280  -0.006
C: 1.94326 -0.65964 -0.95269  -0.055
H: 0.53844 0.14886 1.99241  0.083
H: -3.88548 -1.80592 -1.15808  0.154
H: -1.14251 1.88682 1.28776  0.122
H: 1.17178 -0.94968 -1.62277  0.058
H: -0.31150 -0.81879 0.81142  0.085
C: -0.94925 1.14646 0.50834  -0.180


(7)
ORCA calculation (ωB97M-V with the def2-TZVPD basis set) on a cluster of 2 separate species, CH2O4S2 in total in a non-equilibrium geometry.

Output
LUMO (alpha / beta) (Ha): 0.22342 / 0.22250
Energy relative to the best compared isomer or geometry (same formula, charge and spin) (eV): 3.207
HOMO (alpha / beta) (eV): -1.08 / 0.71
Net charge: -2
Largest force on an atom (eV/Å): 3.21
Gap between HOMO and LUMO (alpha / beta) (eV): 7.16 / 5.35

Last column: Löwdin charge in e.
Geometry (Å):
H: 2.07056 -0.89374 1.40860  0.025
S: 2.06291 -0.28533 -0.05617  0.382
O: -4.16007 1.16293 -0.66006  -0.759
S: -2.83585 0.41537 -0.26951  0.551
O: 3.20558 0.66350 0.05758  -0.536
O: 2.38000 -1.51595 -0.91478  -0.539
C: 0.67523 0.51356 -0.42075  -0.277
O: -3.04826 -0.21977 1.09055  -0.714
H: -0.35010 0.15942 -0.23545  -0.133


(8)
ORCA calculation (ωB97M-V with the def2-TZVPD basis set) on a cluster of 2 separate species, C4H8Cl4 in total in a non-equilibrium geometry.

Output
Structure (SMILES): ClCCCl.ClCCCl
LUMO (Ha): 0.02626
Energy relative to the best compared isomer or geometry (same formula, charge and spin) (eV): 0.264
HOMO (eV): -10.61
Largest force on an atom (eV/Å): 1.51
Gap between HOMO and LUMO (eV): 11.33

Last column: Löwdin charge in e.
Geometry (Å):
Cl: 1.20297 -1.96633 -2.84203  0.529
C: -0.33684 0.37048 2.79137  -0.677
H: 0.21840 0.10499 1.89900  0.033
H: -0.62794 1.41948 2.82536  0.073
Cl: 1.13900 0.70582 -0.82795  0.533
C: -1.66237 -0.37540 2.79321  -0.660
H: 0.89088 1.68435 -2.97777  0.073
Cl: -1.47868 -2.16406 2.77227  0.510
H: -0.48793 -0.37056 -3.19696  0.068
H: 0.86236 -0.24903 -4.37846  0.070
H: -2.23262 -0.16025 3.69602  0.060
Cl: 0.54274 0.03394 4.27909  0.562
H: 2.38238 0.72982 -2.85125  0.068
H: -2.32492 -0.15338 1.95918  0.067
C: 1.32614 0.75243 -2.61073  -0.656
C: 0.58644 -0.36231 -3.33036  -0.653